74
Properties=species:S:1:pos:R:3:forces:R:3:lowdin_spin:R:1 method="wB97M-V/def2-TZVPD" de_lowest_kcal_mol=26.7 gap_ev="8.3 / 4.1" multiplicity=5 lumo_ev="-8.09 / -12.37" total_charge=+3
Co 0.6489 0.3565 0.4410 -2.579 1.565 -1.295 2.434
P 2.6032 0.7887 1.0289 3.661 0.911 1.036 0.093
P 1.0980 -0.1674 -1.6000 0.661 -1.347 -3.422 0.078
P -0.3560 0.2615 2.3232 -1.155 -0.678 3.521 0.083
H -2.9158 -5.6094 -0.4196 0.046 0.017 0.208 0.015
C -3.5874 -5.1498 0.3024 1.414 -1.443 0.408 0.393
C -4.5516 -4.3197 -0.1354 -2.370 1.948 -0.477 0.243
H -4.8231 -4.3005 -1.1915 -0.051 -0.134 0.194 0.007
C 3.5376 -0.7091 1.4784 -0.104 -0.150 0.060 0.018
C 3.6730 1.5738 -0.2286 -0.063 0.124 -0.005 0.019
C 2.8815 1.8698 2.4745 0.068 0.062 -0.021 0.025
C -0.2995 -0.7485 -2.6094 -0.320 -0.194 0.266 0.031
C 1.6618 1.2024 -2.6930 0.087 0.207 0.292 0.011
C 2.2968 -1.5217 -1.8921 0.056 -0.072 -0.050 0.008
C -2.0404 -0.4323 2.4508 -0.112 -0.056 0.003 0.035
C -0.5811 1.9098 3.0760 -0.068 0.220 -0.452 0.013
C 0.5502 -0.6060 3.6770 -0.173 -0.188 -0.109 0.008
H -3.5155 -5.4665 1.3421 0.024 0.184 -0.125 0.016
H -5.2109 -3.7698 0.5429 0.021 -0.644 -0.179 -0.001
H 4.5510 -0.4013 1.7625 -0.154 -0.138 -0.055 0.004
H 3.5892 -1.4139 0.6427 0.045 0.149 0.136 0.000
H 3.0666 -1.2140 2.3277 0.136 0.087 -0.097 0.000
H 4.6096 1.8847 0.2464 -0.093 -0.099 -0.126 0.004
H 3.1692 2.4611 -0.6293 0.203 -0.148 0.027 0.001
H 3.8941 0.8891 -1.0565 0.016 0.175 0.340 0.000
H 3.9586 2.0812 2.5104 -0.273 -0.022 0.206 0.005
H 2.5545 1.3898 3.4044 0.257 0.198 -0.281 0.000
H 2.3369 2.8114 2.3554 0.234 -0.166 0.160 0.000
H 0.0721 -1.1910 -3.5484 -0.198 0.329 0.292 0.005
H -1.0095 0.0679 -2.8041 0.302 -0.244 -0.108 0.000
H -0.8016 -1.5198 -2.0259 0.048 0.122 -0.320 0.002
H 2.7554 1.2423 -2.7463 -0.378 0.089 -0.086 0.000
H 1.2686 2.1528 -2.3095 0.217 -0.133 -0.150 0.000
H 1.2471 1.0420 -3.6956 0.179 -0.061 0.242 0.001
H 2.2322 -1.8548 -2.9359 0.105 0.146 0.209 0.002
H 2.0714 -2.3811 -1.2506 0.015 0.192 -0.086 0.001
H 3.3214 -1.1967 -1.6888 -0.135 -0.065 -0.054 0.000
H -2.4787 -0.2199 3.4397 0.174 -0.003 -0.379 0.005
H -1.9865 -1.5176 2.3220 -0.123 0.292 0.127 0.000
H -2.6746 -0.0129 1.6598 0.060 -0.077 0.252 0.003
H -1.0869 1.8114 4.0414 0.103 -0.092 -0.129 0.002
H -1.2028 2.5081 2.4055 0.029 0.072 0.139 0.000
H 0.3696 2.4272 3.2192 -0.157 -0.097 -0.012 0.000
H -0.1531 -0.8066 4.4970 0.245 0.073 -0.141 0.001
H 1.3677 0.0196 4.0605 -0.347 -0.269 -0.107 0.000
H 0.9685 -1.5609 3.3331 -0.136 0.194 0.121 0.001
C -2.2376 -2.8091 -0.8478 1.106 -1.171 -0.260 0.031
C -1.2480 -3.0921 0.1171 -0.238 -0.041 -0.618 0.010
C -0.1492 -3.8866 -0.2533 -0.197 -0.083 0.290 0.007
C -0.0608 -4.4601 -1.5174 0.285 -0.232 -0.238 -0.003
C -1.0693 -4.2245 -2.4420 -0.696 0.287 -0.178 0.004
C -2.1676 -3.4300 -2.1045 0.241 0.297 0.328 0.000
S -3.7183 -1.8979 -0.5323 0.276 0.054 0.718 0.263
H -3.6979 -1.2346 -1.7062 -0.327 -0.296 -0.109 0.015
H -1.3719 -2.7889 1.1498 0.211 0.150 -0.236 0.001
H 0.6362 -4.1089 0.4694 -0.291 0.083 -0.021 0.000
H 0.7698 -5.1352 -1.7875 -0.448 0.547 0.258 0.000
H -1.0437 -4.6425 -3.4406 0.118 -0.160 0.085 0.000
H -2.9960 -3.2432 -2.7895 0.406 -0.221 -0.153 -0.001
N -2.1262 3.0893 -1.3559 -0.136 -0.229 -0.058 0.005
C -1.7070 1.8781 -0.9181 0.404 1.196 0.112 0.013
N -0.5315 2.0001 -0.2953 0.030 -0.867 0.355 0.072
C -0.1723 3.3640 -0.2993 -0.761 -0.325 -0.462 0.008
C 0.9239 4.0701 0.2022 0.054 0.460 0.006 0.001
C 0.9605 5.4568 -0.0040 -0.131 -0.854 -0.042 0.000
C -0.0490 6.1055 -0.7398 -0.544 -0.054 -0.230 0.000
C -1.1371 5.3976 -1.2588 0.192 0.501 0.135 0.001
C -1.1823 4.0408 -0.9873 0.041 -0.060 -0.173 0.002
H -2.9725 3.2985 -1.8847 0.336 -0.239 0.292 0.000
H -2.3093 0.9720 -1.0680 0.598 0.479 0.201 0.004
H 1.7156 3.5598 0.7425 -0.169 0.250 -0.164 0.001
H 1.7899 6.0348 0.3960 -0.169 -0.109 -0.100 0.000
H 0.0125 7.1841 -0.8980 0.002 -0.379 0.021 0.000
H -1.9402 5.8421 -1.8510 0.392 0.184 0.267 0.000